#P
{"formula": "C4H5N2O4S", "method": "wB97M-V/def2-TZVPD", "e_lumo_ev": 3.65, "spin_multiplicity": 1, "total_charge": -1, "gap_ev": 8.44, "species": ["C", "C", "C", "C", "N", "N", "O", "O", "O", "O", "S", "H", "H", "H", "H", "H"], "positions_angstrom": [[-1.083, -0.253, 1.213], [-1.205, 0.124, -1.171], [-1.636, 0.676, 0.189], [0.741, -1.029, 0.051], [-0.158, -1.104, 1.056], [-0.434, -0.823, -1.470], [3.030, 0.232, -0.255], [1.149, 1.569, -1.020], [1.407, 1.107, 1.338], [1.635, -2.030, -0.179], [1.634, 0.664, -0.005], [-1.518, -0.599, 2.152], [-1.909, 0.502, -1.911], [-2.700, 0.713, 0.397], [-1.264, 1.696, 0.122], [2.311, -1.446, -0.508]]}

#Q
{"formula": "C4H5N2O4S", "method": "wB97M-V/def2-TZVPD", "e_lumo_ev": 3.05, "spin_multiplicity": 1, "total_charge": -1, "gap_ev": 6.14, "species": ["C", "C", "C", "C", "N", "N", "O", "O", "O", "O", "S", "H", "H", "H", "H", "H"], "positions_angstrom": [[-0.193, 0.067, -1.039], [-1.595, 2.385, -2.095], [-1.072, -1.026, 1.092], [-1.192, -0.578, -0.177], [1.066, 0.224, -0.594], [2.706, -0.735, 2.535], [-2.669, 2.219, -2.481], [-0.559, 0.325, -2.250], [-0.639, 2.924, -1.758], [2.484, -0.738, 3.732], [2.577, -1.940, 1.473], [-1.875, -1.418, 1.680], [-0.104, -1.270, 1.692], [-2.153, -0.750, -0.591], [1.573, -0.445, -0.062], [1.645, 0.757, -1.156]]}

Bottom line: #Q, by a margin of 0.0086 hartree.